The following is a quantum chemistry calculation of a cluster of 5 separate species, C36H71BrO12P in total in a non-equilibrium geometry, from the Open Molecules 2025 dataset.

Properties
Net charge: +1
Calculated total energy (eV): -142379.11953

Atoms and positions in Å:
C 2.7779 6.2908 0.3313
C 2.5067 4.9947 0.3307
P 2.7760 3.8911 1.7002
C 2.1643 4.4946 3.2856
C 0.7559 5.1516 3.3890
C -0.1881 5.1350 2.1617
C -0.2875 6.5505 1.5669
C -1.5793 4.6479 2.6221
C -2.7474 4.9901 1.6811
C -2.5781 4.7313 0.1981
C -2.4126 3.5681 -0.4415
C -1.7137 2.3590 0.1208
C -2.8809 3.4096 -1.8736
C 2.0045 2.2811 1.3344
C 2.3307 1.7120 -0.0641
C 2.2626 1.2396 2.4646
C 0.9500 0.6627 3.0283
C 0.4248 1.3935 4.2588
C 4.5806 3.6539 1.9738
Br 5.4515 5.3665 2.2329
C 5.3055 2.7871 0.9469
C 5.4054 3.3440 -0.4680
H 3.1429 6.8218 1.1994
H 2.6241 6.8657 -0.5737
H 2.1070 4.5401 -0.5689
H 2.2112 3.6357 3.9603
H 2.9229 5.1888 3.6569
H 0.8859 6.1911 3.6915
H 0.2556 4.6705 4.2302
H 0.1237 4.4203 1.3952
H -0.6090 6.5458 0.5265
H 0.6316 7.1177 1.7001
H -1.0555 7.0954 2.1243
H -1.5304 3.5663 2.7764
H -1.7912 5.0720 3.6095
H -3.6026 4.3959 2.0144
H -3.0323 6.0283 1.8466
H -2.6621 5.6116 -0.4368
H -1.6743 2.3493 1.2108
H -2.1398 1.4143 -0.2199
H -0.6763 2.4021 -0.2343
H -3.3443 2.4328 -1.9973
H -3.5755 4.2091 -2.1216
H -2.0355 3.5134 -2.5642
H 0.9299 2.4878 1.3307
H 1.4578 1.1482 -0.4008
H 3.1548 1.0038 -0.0345
H 2.5025 2.4738 -0.8206
H 2.8723 1.6471 3.2736
H 2.7878 0.4052 1.9985
H 0.1886 0.6296 2.2435
H 1.1363 -0.3770 3.3049
H 1.0993 1.2595 5.1063
H -0.5412 0.9820 4.5569
H 0.2583 2.4573 4.0740
H 4.6474 3.1694 2.9504
H 4.8511 1.7949 0.9793
H 6.3244 2.6674 1.3244
H 5.8290 4.3483 -0.4526
H 6.0874 2.7017 -1.0248
H 4.4517 3.3871 -0.9915
C -4.7584 -0.6050 -2.4571
C -3.3329 -0.7122 -2.9541
O -3.0895 -1.9715 -3.5951
C -3.5533 -2.0739 -4.8431
O -4.1156 -1.2088 -5.4604
O -3.2812 -3.2995 -5.2843
C -3.7742 -3.5784 -6.6008
H -5.0001 -1.4537 -1.8155
H -4.9026 0.3143 -1.8880
H -5.4649 -0.6052 -3.2857
H -2.6387 -0.6768 -2.1148
H -3.0809 0.1026 -3.6337
H -3.4422 -2.8209 -7.3066
H -4.8616 -3.6263 -6.5928
H -3.3650 -4.5457 -6.8748
C -4.1363 -5.1788 -0.2677
C -5.5949 -5.4567 0.0163
O -5.8600 -5.5451 1.4247
C -5.9358 -4.3830 2.0664
O -5.8203 -3.2878 1.5766
O -6.1693 -4.6358 3.3533
C -6.2285 -3.4769 4.1871
H -3.5015 -5.9158 0.2273
H -3.9428 -5.2105 -1.3406
H -3.8461 -4.1961 0.1040
H -5.8874 -6.4233 -0.3884
H -6.2389 -4.7010 -0.4330
H -6.9379 -2.7518 3.7947
H -5.2423 -3.0221 4.2715
H -6.5565 -3.8253 5.1615
C 2.5443 -8.1781 2.5471
C 1.0426 -8.2324 2.7187
O 0.3979 -7.0655 2.1755
C 0.2616 -7.0569 0.8522
O 0.6012 -7.9253 0.0930
O -0.3292 -5.9103 0.5032
C -0.4944 -5.7421 -0.9061
H 2.9423 -7.2550 2.9709
H 3.0092 -9.0240 3.0530
H 2.8184 -8.2132 1.4938
H 0.7757 -8.2321 3.7735
H 0.6200 -9.1277 2.2645
H -1.0006 -6.5979 -1.3468
H 0.4727 -5.5984 -1.3866
H -1.1040 -4.8532 -1.0430
C 5.4908 0.8269 -5.1351
C 5.2869 0.5928 -3.6548
O 4.1132 -0.1904 -3.3827
C 4.2465 -1.5055 -3.5842
O 5.2491 -2.0666 -3.9344
O 3.0765 -2.0825 -3.3180
C 3.0488 -3.4977 -3.5488
H 4.5933 1.2595 -5.5788
H 6.3260 1.5082 -5.2965
H 5.7035 -0.1081 -5.6504
H 5.1125 1.5382 -3.1413
H 6.1609 0.1215 -3.2046
H 3.8624 -3.9917 -3.0232
H 3.1153 -3.7060 -4.6147
H 2.0939 -3.8441 -3.1655

The following is a quantum chemistry calculation of a cluster of 10 separate species, C36H71F6N15O14S6 in total in a non-equilibrium geometry, from the Open Molecules 2025 dataset.

Properties
Net charge: +4
Calculated total energy (eV): -170771.37467

Atoms and positions in Å:
C -5.7179 5.8829 -14.4245
C -6.6531 5.0404 -13.5970
N -6.3676 5.0032 -12.1797
C -6.6392 5.9683 -11.2367
C -6.0105 5.6636 -10.0508
N -5.3187 4.4681 -10.2059
C -5.5618 4.0762 -11.5112
C -4.4122 3.7155 -9.3115
H -5.5410 6.9297 -14.1777
H -6.2061 5.8344 -15.3979
H -4.8060 5.3083 -14.5866
H -6.6628 3.9913 -13.8929
H -7.7117 5.3001 -13.6000
H -7.2847 6.7530 -11.6026
H -5.8222 6.1414 -9.1007
H -5.0922 3.2236 -11.9792
H -4.3814 4.2791 -8.3790
H -3.4124 3.6031 -9.7308
H -4.8761 2.7410 -9.1589
C -9.5437 -1.9629 -2.3758
C -9.7121 -3.2898 -2.9800
N -11.1284 -3.7291 -2.8594
C -12.1084 -3.5161 -3.7234
C -13.3656 -4.1016 -3.2477
N -13.0080 -4.6798 -2.0070
C -11.6379 -4.4678 -1.8273
C -13.8869 -5.3407 -1.1293
H -8.5601 -1.5671 -2.6286
H -9.7041 -1.8507 -1.3035
H -10.3373 -1.3327 -2.7772
H -9.2118 -4.0479 -2.3774
H -9.4542 -3.4270 -4.0301
H -11.8971 -2.9300 -4.6056
H -14.3566 -4.1355 -3.6757
H -11.2158 -4.5602 -0.8375
H -14.7107 -5.6810 -1.7568
H -14.1654 -4.7612 -0.2491
H -13.3875 -6.2428 -0.7759
C 4.7729 3.3206 11.9142
C 4.8500 3.2579 10.3612
N 6.1765 2.9023 9.8560
C 7.3125 3.6642 9.9720
C 8.4043 3.0970 9.2939
N 7.9156 1.8987 8.7284
C 6.5449 1.8249 9.0496
C 8.6752 0.8643 8.0326
H 5.0849 2.3887 12.3856
H 3.7515 3.5264 12.2346
H 5.4412 4.1210 12.2317
H 4.5801 4.2799 10.0954
H 4.1415 2.5416 9.9454
H 7.3483 4.6102 10.4918
H 9.4430 3.3894 9.2496
H 5.9476 0.9393 8.8910
H 7.9842 0.0770 7.7315
H 9.5780 0.6496 8.6045
H 9.0242 1.2252 7.0651
C 9.7936 -6.1419 0.9801
C 9.9132 -7.0503 -0.2723
N 8.6204 -7.6142 -0.7078
C 8.0559 -8.9102 -0.5243
C 6.7890 -8.9272 -1.1487
N 6.4661 -7.6386 -1.6018
C 7.5908 -6.8941 -1.4287
C 5.3836 -7.4028 -2.5821
H 10.7945 -5.9790 1.3796
H 9.2484 -6.6593 1.7696
H 9.1591 -5.2651 0.8504
H 10.4747 -7.9753 -0.1415
H 10.3454 -6.5746 -1.1526
H 8.7114 -9.6437 -0.0785
H 6.0675 -9.7129 -1.3174
H 7.5581 -5.8423 -1.6718
H 4.5919 -6.9235 -2.0063
H 5.0342 -8.3746 -2.9308
H 5.9120 -6.8763 -3.3769
C -4.6477 -5.5741 5.4811
C -5.1196 -4.7570 6.7586
N -4.1745 -4.8618 7.8346
C -3.7914 -5.9722 8.6136
C -2.7654 -5.5639 9.5306
N -2.6507 -4.2410 9.3836
C -3.5157 -3.8002 8.4078
C -1.8230 -3.3264 10.1060
H -4.6366 -6.6262 5.7659
H -3.6382 -5.2422 5.2385
H -5.2727 -5.5886 4.5882
H -6.0961 -5.0609 7.1355
H -5.4860 -3.7415 6.6088
H -4.2109 -6.9305 8.3451
H -2.3169 -6.1149 10.3440
H -3.7100 -2.7973 8.0571
H -1.0019 -3.9011 10.5345
H -2.5046 -2.9790 10.8825
H -1.4102 -2.5049 9.5205
C 4.5954 3.7035 -5.6466
C 3.2893 3.0956 -5.1719
O 2.2387 3.6921 -5.0992
N 3.3726 1.6907 -4.5123
H 4.3295 1.3810 -4.4203
H 3.0286 1.7940 -3.5683
C 2.6160 0.6658 -5.3604
H 5.1155 4.1600 -4.8045
H 4.3080 4.4979 -6.3354
H 5.3088 3.0473 -6.1452
H 2.9637 -0.3489 -5.1668
H 2.6202 0.8327 -6.4375
H 1.5833 0.8987 -5.1006
C 0.2864 4.9949 4.4521
C 1.4394 5.5950 3.8132
O 2.3109 6.1670 4.4642
N 1.5516 5.4907 2.3289
H 1.4872 4.5749 1.9078
H 0.6804 5.8995 2.0225
C 2.7484 6.2257 1.6428
H 0.3710 5.1367 5.5295
H 0.1722 3.9394 4.2053
H -0.5171 5.6779 4.1763
H 2.5560 6.5465 0.6190
H 3.4730 5.4138 1.7056
H 3.1400 6.9739 2.3319
N 1.2657 -0.0102 1.0945
S -0.0129 -0.7677 0.9939
O -0.8809 -0.6927 2.1435
O 0.0235 -1.9712 0.1681
F -0.7506 0.2738 -0.0528
S 1.9471 -1.1885 2.1886
O 2.5454 -2.3999 1.6343
O 1.4481 -1.3003 3.5821
F 3.2016 -0.1859 2.4915
N -3.2707 7.7505 0.1175
S -4.7830 6.9761 -0.0381
O -5.0761 6.3472 -1.3109
O -5.8673 7.5279 0.7963
F -4.4729 5.6863 0.9195
S -3.5403 9.0236 -0.6644
O -3.8335 10.1379 0.2234
O -4.2182 9.0190 -1.9277
F -2.0450 9.2623 -1.2186
N 8.3465 -0.7746 -3.7445
S 9.2907 -1.1409 -5.1429
O 10.0484 -2.3876 -5.1953
O 9.7307 0.0356 -5.9307
F 7.9621 -1.5893 -5.9542
S 9.5933 -0.2155 -3.0300
O 9.8823 1.1846 -3.3157
O 10.6713 -1.1246 -2.7401
F 8.8809 -0.1091 -1.5351

Question: calculated total energy of number 1 (C36H71BrO12P)?
Answer: -142379.11953 eV

Question: net charge of number 1 (C36H71BrO12P)?
Answer: +1

Question: Which formula does entry 1 have?
Answer: C36H71BrO12P